This record from the OMol25 dataset describes a cluster of 2 separate species, C6H11N2S in total in a non-equilibrium geometry. The level of theory is ωB97M-V/def2-TZVPD.

The total energy is -20208.645 eV. As for the HOMO energy: -12.568 eV. As for the net charge: +1. The LUMO energy is -2.930 eV.

Each line ends with the Löwdin charge.
Atoms and positions in Å:
C (-0.4428, 1.3882, 2.0881)  -0.01
C (0.7732, 0.6428, 2.3110)  -0.06
C (-0.8140, 1.4503, 0.6988)  -0.01
C (1.4114, -0.1378, 1.3767)  -0.10
C (-0.0669, 0.7567, -0.2349)  -0.37
C (0.9277, -0.0907, 0.0972)  -0.53
N (-0.4783, 0.7457, -1.6037)  0.03
N (-1.1228, -1.7126, -1.5136)  0.17
S (1.7132, -1.0771, -1.2171)  0.88
H (-1.0422, 2.0328, 2.7788)  0.13
H (1.1038, 0.7529, 3.3565)  0.12
H (-1.6292, 2.1285, 0.5603)  0.11
H (2.2785, -0.8144, 1.5842)  0.13
H (-1.8210, -1.5838, -0.8176)  0.11
H (-1.1056, 1.5969, -1.9187)  0.20
H (-1.4878, -2.4935, -2.0838)  0.15
H (-0.2822, -1.8754, -0.9701)  0.01
H (-0.7813, -0.6603, -1.8051)  0.05
H (0.3473, 0.8228, -2.1901)  0.09
H (2.5191, -1.8720, -0.4969)  -0.08